# 1
{
  "formula": "C19H28N4O3",
  "method": "ωB97M-V/def2-TZVPD",
  "symbols": ["O", "C", "N", "H", "C", "H", "H", "C", "C", "N", "C", "C", "O", "C", "C", "H", "H", "H", "H", "H", "H", "H", "H", "H", "H", "H", "H", "C", "N", "C", "O", "N", "C", "C", "C", "C", "C", "C", "C", "H", "H", "H", "H", "H", "H", "H", "C", "H", "C", "H", "H", "H", "H", "H"],
  "positions_angstrom": [[-1.792, -1.974, 0.141], [-1.354, -0.841, 0.107], [-0.385, -0.375, 0.911], [-0.066, 0.580, 0.790], [0.230, -1.181, 1.940], [-0.112, -2.205, 1.782], [1.319, -1.145, 1.822], [-0.155, -0.682, 3.334], [0.487, -1.503, 4.472], [-0.262, -2.623, 4.994], [-1.476, -2.276, 5.708], [-1.955, -3.516, 6.465], [-2.201, -4.590, 5.588], [-1.041, -4.905, 4.853], [-0.538, -3.697, 4.058], [0.384, -3.962, 3.538], [-1.308, -3.420, 3.319], [-1.317, -5.721, 4.184], [-0.247, -5.240, 5.538], [-2.898, -3.319, 6.979], [-1.188, -3.804, 7.200], [-1.258, -1.475, 6.417], [-2.283, -1.946, 5.031], [0.675, -0.841, 5.322], [1.453, -1.890, 4.132], [-1.241, -0.703, 3.433], [0.164, 0.359, 3.424], [-1.842, 0.209, -0.904], [-0.836, 0.515, -1.892], [0.277, 1.253, -1.597], [0.434, 1.934, -0.597], [1.184, 1.075, -2.597], [2.306, 1.959, -2.806], [2.000, 3.018, -3.836], [1.002, 3.950, -3.583], [0.681, 4.907, -4.529], [1.357, 4.941, -5.738], [2.352, 4.015, -5.997], [2.669, 3.054, -5.052], [3.445, 2.330, -5.258], [2.881, 4.037, -6.938], [1.108, 5.689, -6.476], [-0.095, 5.629, -4.322], [0.481, 3.921, -2.637], [2.510, 2.422, -1.836], [3.172, 1.363, -3.111], [0.639, 0.274, -3.671], [1.369, -0.471, -4.000], [-0.600, -0.356, -3.023], [-1.467, -0.362, -3.688], [-0.408, -1.384, -2.689], [0.371, 0.904, -4.530], [-2.729, -0.170, -1.415], [-2.086, 1.135, -0.376]],
  "lowdin_charge": [0.05, -0.48, 0.07, 0.11, -0.18, 0.10, 0.13, -0.15, -0.20, -0.18, -0.17, -0.20, -0.13, -0.20, -0.17, 0.13, 0.13, 0.12, 0.13, 0.12, 0.13, 0.13, 0.12, 0.11, 0.12, 0.11, 0.11, -0.05, -0.04, -0.51, 0.05, -0.04, -0.10, -0.22, -0.03, -0.08, -0.09, -0.09, -0.05, 0.11, 0.10, 0.10, 0.10, 0.11, 0.13, 0.13, -0.10, 0.13, -0.10, 0.13, 0.13, 0.13, 0.13, 0.13],
  "de_lowest_ev": 0.902,
  "e_homo_ha": -0.306,
  "orbital_gap_ev": 9.05
}

# 2
{
  "formula": "C2H10NO3",
  "method": "ωB97M-V/def2-TZVPD",
  "symbols": ["C", "O", "C", "N", "H", "H", "H", "H", "H", "H", "H", "H", "O", "H", "H", "O"],
  "positions_angstrom": [[-0.653, -0.741, -0.350], [0.014, 0.227, 0.308], [-0.099, -1.193, -1.744], [-0.806, -0.530, -2.826], [-0.529, -1.713, 0.194], [-1.758, -0.624, -0.458], [1.018, -1.035, -1.751], [-0.183, -2.328, -1.674], [-1.667, -0.182, -2.416], [-0.248, 0.268, -3.113], [2.571, 1.353, 0.505], [1.605, 0.403, 1.021], [2.478, 0.840, 1.322], [-0.516, 1.597, 3.158], [-0.922, 0.905, 1.831], [-1.151, 0.982, 2.785]],
  "lowdin_charge": [-0.49, -0.34, -0.32, -0.04, 0.08, 0.09, 0.11, 0.09, 0.04, 0.05, 0.00, 0.01, -0.16, 0.01, -0.01, -0.11],
  "de_lowest_ev": 0.705,
  "e_homo_ha": -0.128,
  "orbital_gap_ev": 7.84,
  "total_charge": -1
}

# 3
{
  "formula": "C11H8O",
  "method": "ωB97M-V/def2-TZVPD",
  "symbols": ["C", "C", "C", "C", "C", "C", "C", "C", "C", "C", "C", "H", "H", "H", "H", "H", "H", "H", "H", "O"],
  "positions_angstrom": [[3.447, -0.674, -0.048], [2.021, -0.283, -0.347], [1.817, 1.095, -0.333], [0.617, 1.671, -0.264], [-0.507, 0.877, -0.142], [-1.912, 1.258, 0.170], [-3.019, 0.377, 0.152], [-2.804, -1.004, 0.054], [-1.469, -1.419, -0.171], [-0.325, -0.459, -0.186], [0.988, -1.127, -0.158], [3.634, -1.749, 0.117], [2.512, 1.827, -0.120], [0.527, 2.712, -0.001], [-2.062, 2.313, 0.442], [-4.040, 1.045, 0.126], [-3.542, -1.824, 0.145], [-1.343, -2.526, -0.224], [1.083, -2.167, 0.384], [4.377, 0.057, 0.402]],
  "lowdin_charge": [-0.16, -0.20, -0.04, -0.03, -0.19, -0.01, -0.11, -0.11, -0.02, -0.16, 0.03, 0.12, 0.10, 0.12, 0.10, 0.15, 0.11, 0.11, 0.17, 0.01],
  "de_lowest_ev": 2.295,
  "e_homo_ha": -0.316,
  "orbital_gap_ev": 8.31
}

# 4
{
  "formula": "C10H10Cl2Pm",
  "method": "ωB97M-V/def2-TZVPD",
  "symbols": ["C", "C", "C", "H", "C", "C", "H", "H", "H", "H", "Pm", "Cl", "C", "C", "C", "H", "C", "C", "H", "H", "H", "H", "Cl"],
  "positions_angstrom": [[-2.365, -0.948, -0.117], [-1.726, -1.131, -1.396], [-1.501, 0.169, -1.960], [-1.365, -2.106, -1.805], [-1.958, 1.160, -1.036], [-2.516, 0.471, 0.110], [-2.806, 0.944, 1.084], [-2.552, -1.748, 0.639], [-0.955, 0.370, -2.907], [-1.785, 2.262, -1.102], [-0.050, -0.001, 0.473], [0.179, -2.230, 1.628], [2.527, 0.136, 0.231], [2.087, 1.384, -0.363], [1.563, 1.090, -1.662], [2.006, 2.366, 0.170], [1.653, -0.330, -1.875], [2.224, -0.922, -0.704], [2.285, -2.016, -0.495], [2.739, -0.012, 1.326], [1.080, 1.827, -2.346], [1.256, -0.892, -2.753], [0.007, 1.358, 2.452]],
  "lowdin_charge": [-0.30, -0.22, -0.22, 0.11, -0.23, -0.30, 0.09, 0.08, 0.10, 0.10, 0.92, -0.18, -0.30, -0.27, -0.22, 0.09, -0.21, -0.27, 0.08, 0.09, 0.10, 0.10, -0.14],
  "s2": 6.01,
  "de_lowest_ev": 0.000,
  "spin_multiplicity": 5,
  "e_homo_ha": [-0.166, -0.166],
  "orbital_gap_ev": [7.50, 7.50],
  "total_charge": -1
}